[1]
# CH5BO

A 2-piece molecular cluster, CH5BO overall in a non-equilibrium geometry (ωB97M-V/def2-TZVPD, the OMol25 dataset).

The geometry in XYZ format:
```
8
Properties=species:S:1:pos:R:3:forces:R:3:mulliken_charge:R:1
H 1.6816 1.4571 0.9377 -0.107 -2.099 -0.873 -0.017
H -0.3650 -1.3079 -1.3180 -0.429 -0.378 -1.200 0.272
B 1.6584 0.2032 0.5084 1.453 2.738 1.498 -0.329
O 0.6621 -0.4213 0.0567 0.055 0.183 1.058 0.214
H 0.0372 1.2329 -1.5301 -0.285 -0.066 -0.128 -0.116
C -0.2934 -1.2123 -0.2770 -0.576 -0.393 -1.417 -0.408
H -0.9421 -1.7013 0.3860 -0.294 -0.291 1.164 0.289
H 0.5880 1.7156 -1.5347 0.182 0.306 -0.103 0.097
```
Positions in Å, forces in eV/Å.

The strongest force on any atom is 3.4 eV/A. The energy relative to the best compared isomer or geometry (same formula, charge and spin) comes out at 6.130 eV. The HOMO-LUMO gap (spin up / spin down) comes out at 7.51 / 8.08 eV.



[2]
# CH5BO2

A 2-piece molecular cluster, CH5BO2 overall in a non-equilibrium geometry (ωB97M-V/def2-TZVPD, the OMol25 dataset).

The geometry in XYZ format:
```
9
Properties=species:S:1:pos:R:3:forces:R:3:mulliken_charge:R:1
H -1.8603 -0.9270 1.3536 -1.656 -2.271 1.326 0.273
H 0.5488 2.3843 -0.2613 -1.617 2.667 1.055 0.278
H 1.3965 1.4067 -1.4800 0.097 -0.085 -1.038 0.261
O -0.0958 -1.8684 -0.3498 1.402 3.318 -1.364 -0.419
B -0.4776 -0.6119 0.0225 1.061 2.308 -0.096 0.425
O -1.3748 -0.2424 0.9895 2.030 1.860 -2.012 -0.419
H 1.5049 0.8927 0.2165 -0.119 1.334 -0.458 0.208
C 0.9392 1.4990 -0.5333 0.464 -6.610 1.199 -0.882
H -0.5809 -2.5330 0.0422 -1.662 -2.521 1.388 0.275
```
Positions in Å, forces in eV/Å.

The strongest force on any atom is 6.7 eV/A. The energy relative to the best compared isomer or geometry (same formula, charge and spin) comes out at 4.184 eV. The HOMO-LUMO gap comes out at 8.03 eV.



[3]
# CH5BrN2

A 2-piece molecular cluster, CH5BrN2 overall in a non-equilibrium geometry (ωB97M-V/def2-TZVPD, the OMol25 dataset).

The geometry in XYZ format:
```
9
Properties=species:S:1:pos:R:3:forces:R:3:mulliken_charge:R:1
H -0.0893 -0.5091 -1.1400 0.220 -0.332 -0.648 0.267
H 0.5422 -2.0362 -0.3477 2.080 -2.121 -0.013 0.305
C -0.1861 -1.3444 -0.4646 -1.835 2.724 -0.036 -0.851
N 0.6330 1.7332 1.0402 0.579 -0.098 0.959 -0.205
Br 2.7744 0.1422 0.9542 -0.231 0.162 0.129 -0.083
H -0.6552 -0.9921 0.4244 -0.647 -0.440 0.551 0.280
H -0.2783 1.7389 0.7478 -2.866 0.404 -0.680 0.207
N 0.9493 0.4858 1.3414 1.347 -0.604 0.159 -0.208
H 1.1746 2.4526 0.6354 1.353 0.304 -0.421 0.288
```
Positions in Å, forces in eV/Å.

The strongest force on any atom is 3.3 eV/A. The energy relative to the best compared isomer or geometry (same formula, charge and spin) comes out at 3.377 eV. The HOMO-LUMO gap (spin up / spin down) comes out at 9.04 / 8.58 eV.



[4]
# CH5BrP2

The molecule CH5BrP2 in a non-equilibrium geometry (ωB97M-V/def2-TZVPD, the OMol25 dataset).

The geometry in XYZ format:
```
9
Properties=species:S:1:pos:R:3:forces:R:3:mulliken_charge:R:1
C -0.0996 -1.4220 -1.4853 -2.795 -0.280 -1.035 -0.492
H 1.2475 -1.2637 0.8949 -0.762 -0.098 0.394 0.072
H -0.5216 -2.4601 -1.3633 0.320 1.485 -0.112 0.352
H -0.7791 1.6434 -0.5310 -2.070 -0.286 -0.547 0.058
P 0.3886 1.3576 0.0207 3.295 1.761 1.446 -0.044
P 0.8270 -0.6501 -0.3120 -0.663 -2.297 0.638 0.155
H 0.9783 1.2330 -1.2522 0.271 1.201 -0.392 0.115
Br -1.6953 -0.0172 -2.0181 0.832 -2.277 -0.044 -0.292
H 2.0823 -0.7304 -0.7981 1.571 0.792 -0.349 0.076
```
Positions in Å, forces in eV/Å.

The strongest force on any atom is 4.0 eV/A. As for the SMILES: P[PH2]=CBr. The energy relative to the best compared isomer or geometry (same formula, charge and spin) comes out at 4.352 eV. The HOMO-LUMO gap comes out at 7.69 eV.



[5]
# CH5BrSi

A 2-piece molecular cluster, CH5BrSi overall in a non-equilibrium geometry (ωB97M-V/def2-TZVPD, the OMol25 dataset).

The geometry in XYZ format:
```
8
Properties=species:S:1:pos:R:3:forces:R:3:mulliken_charge:R:1
H -0.9664 -1.2575 1.0970 0.706 0.934 -1.796 0.293
C -0.6686 -0.7209 0.0920 1.806 -0.112 5.091 -0.940
Br 2.8308 -0.0100 0.0103 -1.307 0.404 0.567 -0.190
H -1.5152 -0.2827 -0.2618 -2.371 1.381 -1.127 0.330
H -0.3434 1.3344 -2.2375 0.482 -0.064 0.991 -0.062
Si 0.6474 0.6720 0.3609 -0.796 0.053 -1.379 0.276
H 0.3257 1.6925 1.5030 0.620 -1.040 -0.806 -0.014
H -0.3103 -1.4279 -0.5639 0.861 -1.556 -1.541 0.307
```
Positions in Å, forces in eV/Å.

The strongest force on any atom is 5.4 eV/A. The energy relative to the best compared isomer or geometry (same formula, charge and spin) comes out at 4.035 eV. The HOMO-LUMO gap (spin up / spin down) comes out at 7.04 / 9.29 eV.



[6]
# CH5ClNOS2

A 2-piece molecular cluster, CH5ClNOS2 overall in a non-equilibrium geometry (ωB97M-V/def2-TZVPD, the OMol25 dataset).

The geometry in XYZ format:
```
11
Properties=species:S:1:pos:R:3:forces:R:3:mulliken_charge:R:1
H -0.7525 1.7745 0.9374 -1.708 -1.591 -1.068 0.319
Cl 2.6568 1.0397 0.0501 -0.414 -0.086 -0.162 -0.091
C 0.2311 -0.5833 -0.4341 0.954 -1.251 2.717 0.580
S 1.1915 0.5667 -1.2629 0.329 0.215 -0.633 0.172
H -0.0281 -1.5339 1.3617 -0.234 -0.096 0.574 0.241
H -2.1092 1.1553 0.4083 -3.788 1.231 -0.163 0.268
H 1.0349 0.0325 1.3163 -1.565 -3.229 -0.565 0.232
N 0.4899 -0.8380 0.8674 1.854 3.253 -1.959 -0.385
S -0.9349 -1.5251 -1.2751 0.086 0.086 0.381 -0.066
O -1.2266 0.9902 0.4908 4.433 1.410 1.515 -0.465
H -0.5528 -1.0786 -2.4598 0.053 0.059 -0.638 0.194
```
Positions in Å, forces in eV/Å.

The strongest force on any atom is 4.9 eV/A. The energy relative to the best compared isomer or geometry (same formula, charge and spin) comes out at 0.457 eV. Its total charge is +1. The HOMO-LUMO gap comes out at 9.46 eV.



[7]
# CH5FN2

A 2-piece molecular cluster, CH5FN2 overall in a non-equilibrium geometry (ωB97M-V/def2-TZVPD, the OMol25 dataset).

The geometry in XYZ format:
```
9
Properties=species:S:1:pos:R:3:forces:R:3:mulliken_charge:R:1
C -1.3780 -0.6052 -0.1309 -0.375 -4.004 0.377 -0.888
H -1.6532 -1.5572 -0.6599 0.386 1.548 -0.126 0.259
H 1.7928 1.5817 -0.4771 -0.416 -0.785 0.430 0.261
F 1.6578 -1.3684 0.1093 -0.002 -0.281 -0.110 -0.187
N 1.2508 -0.2904 -0.6749 0.016 -0.498 0.240 -0.094
H -1.4929 0.3538 -0.4595 -0.295 2.091 -1.112 0.355
N 1.5386 0.7600 0.1021 -0.094 2.174 -1.085 -0.241
H -1.4053 -0.8160 0.9130 0.320 0.368 0.783 0.283
H 2.1908 0.6476 0.8457 0.460 -0.612 0.603 0.253
```
Positions in Å, forces in eV/Å.

The strongest force on any atom is 4.0 eV/A. The energy relative to the best compared isomer or geometry (same formula, charge and spin) comes out at 5.487 eV. The HOMO-LUMO gap (spin up / spin down) comes out at 9.13 / 9.16 eV.



[8]
# CH5FOP2

CH5FOP2 as an isolated structure in a non-equilibrium geometry (ωB97M-V/def2-TZVPD, the OMol25 dataset).

The geometry in XYZ format:
```
10
Properties=species:S:1:pos:R:3:forces:R:3:mulliken_charge:R:1
H 0.8211 0.2429 -1.2879 0.605 -0.955 0.253 0.312
O -0.9220 1.8468 0.6322 1.291 -1.247 1.696 -0.508
P -1.1047 0.5366 1.7529 -0.346 1.587 -0.157 0.107
H -1.6834 1.9649 0.0963 -1.134 -0.110 -0.670 0.319
H 0.2689 -1.4762 -0.9769 -1.621 -0.731 -0.083 0.330
F 0.8309 -1.9054 1.9156 -0.423 1.373 0.033 -0.286
H -0.8149 1.3720 2.9464 -0.091 -0.791 -0.936 0.068
H 1.9268 -1.2729 -0.7483 0.455 0.786 -0.378 0.325
P 0.9577 -0.2714 1.5923 0.763 -1.715 -3.003 0.330
C 0.9850 -0.7376 -0.7947 0.501 1.804 3.244 -0.998
```
Positions in Å, forces in eV/Å.

The strongest force on any atom is 3.7 eV/A. The energy relative to the best compared isomer or geometry (same formula, charge and spin) comes out at 1.355 eV. The HOMO-LUMO gap comes out at 8.38 eV.



[9]
# CH5INO

An isolated ion of composition CH5INO and charge +1 in a non-equilibrium geometry (ωB97M-V/def2-TZVPD, the OMol25 dataset).

The geometry in XYZ format:
```
9
Properties=species:S:1:pos:R:3:forces:R:3:mulliken_charge:R:1
N 0.6592 0.7823 0.1945 0.005 0.207 0.353 -0.298
H -1.9548 -0.9721 0.5380 0.153 0.071 -0.137 0.400
C -0.3775 -0.1658 -0.2499 0.519 -2.599 -1.173 -0.526
O -1.1745 -0.4460 0.7762 0.310 0.397 0.129 -0.440
H -0.8233 0.0973 -1.2100 0.169 0.055 0.186 0.598
H 1.3931 0.9052 -0.5188 -0.222 -0.155 0.175 0.392
I 0.9556 -2.3164 -1.0013 -1.130 2.174 0.730 0.104
H 0.2335 1.7022 0.4135 0.192 -0.265 -0.031 0.372
H 1.0888 0.4134 1.0577 0.005 0.114 -0.232 0.397
```
Positions in Å, forces in eV/Å.

The strongest force on any atom is 2.9 eV/A. As for the SMILES: [NH3+][C@H](O)I. The energy relative to the best compared isomer or geometry (same formula, charge and spin) comes out at 0.719 eV. Its total charge is +1. The HOMO-LUMO gap comes out at 8.07 eV.



[10]
# CH5INP

The molecule CH5INP in a non-equilibrium geometry (ωB97M-V/def2-TZVPD, the OMol25 dataset).

The geometry in XYZ format:
```
9
Properties=species:S:1:pos:R:3:forces:R:3:mulliken_charge:R:1
H -1.5751 1.2079 -1.5036 1.121 0.485 2.360 0.062
N 0.2194 0.1583 -0.4552 2.166 -1.290 0.013 -0.163
P -0.9571 1.1843 -0.0144 -0.130 2.670 -3.540 -0.209
C 1.1176 -0.4035 0.5078 -4.748 -1.730 2.082 -0.873
H 2.0516 -0.0968 0.4673 4.704 1.149 -1.041 0.361
H 0.9741 -1.4974 0.5193 0.561 0.328 0.093 0.288
H 0.8395 -0.0299 1.5062 -0.373 -0.287 -0.054 0.303
H 0.3484 -0.3157 -1.3217 -0.326 0.592 -0.964 0.279
I -3.0182 -0.2071 0.2943 -2.976 -1.917 1.051 -0.047
```
Positions in Å, forces in eV/Å.

The strongest force on any atom is 5.5 eV/A. As for the expectation value of S²: 2.01. The energy relative to the best compared isomer or geometry (same formula, charge and spin) comes out at 2.716 eV. The HOMO-LUMO gap (spin up / spin down) comes out at 5.65 / 5.81 eV. Its spin multiplicity is 3.



Among the records above, which one has the lowest energy relative to the best compared isomer or geometry (same formula, charge and spin)? CH5ClNOS2



Repeat the first record exactly.
# CH5BO

A 2-piece molecular cluster, CH5BO overall in a non-equilibrium geometry (ωB97M-V/def2-TZVPD, the OMol25 dataset).

The geometry in XYZ format:
```
8
Properties=species:S:1:pos:R:3:forces:R:3:mulliken_charge:R:1
H 1.6816 1.4571 0.9377 -0.107 -2.099 -0.873 -0.017
H -0.3650 -1.3079 -1.3180 -0.429 -0.378 -1.200 0.272
B 1.6584 0.2032 0.5084 1.453 2.738 1.498 -0.329
O 0.6621 -0.4213 0.0567 0.055 0.183 1.058 0.214
H 0.0372 1.2329 -1.5301 -0.285 -0.066 -0.128 -0.116
C -0.2934 -1.2123 -0.2770 -0.576 -0.393 -1.417 -0.408
H -0.9421 -1.7013 0.3860 -0.294 -0.291 1.164 0.289
H 0.5880 1.7156 -1.5347 0.182 0.306 -0.103 0.097
```
Positions in Å, forces in eV/Å.

The strongest force on any atom is 3.4 eV/A. The energy relative to the best compared isomer or geometry (same formula, charge and spin) comes out at 6.130 eV. The HOMO-LUMO gap (spin up / spin down) comes out at 7.51 / 8.08 eV.



Look up the strongest force on any atom of the tenth one. 5.5 eV/A



Which of these has the lowest energy relative to the best compared isomer or geometry (same formula, charge and spin)? CH5ClNOS2